1.
{"formula": "C20H15Co2NO6S2", "method": "the ωB97M-V functional and the def2-TZVPD basis", "symbols": ["C", "C", "C", "N", "C", "S", "S", "C", "H", "H", "H", "H", "H", "H", "H", "H", "O", "C", "Co", "C", "O", "C", "O", "C", "C", "C", "C", "C", "C", "C", "C", "C", "Co", "C", "O", "C", "O", "C", "O", "H", "H", "H", "H", "H", "H", "H"], "positions_angstrom": [[5.7256, 0.1407, -0.3821], [5.5699, 1.4404, -1.1926], [4.4242, 2.2120, -0.5020], [3.7137, 1.2142, 0.3301], [2.5554, 1.5538, 0.9829], [1.8865, 3.0715, 0.8220], [1.7353, 0.5514, 2.1486], [4.5458, 0.0731, 0.6298], [5.7454, -0.7322, -1.0481], [6.6747, 0.1174, 0.1651], [6.4873, 2.0407, -1.2001], [5.3373, 1.2517, -2.2500], [4.8544, 3.0582, 0.0846], [3.6996, 2.6067, -1.2255], [3.9114, -0.7854, 0.4431], [4.8817, 0.0547, 1.6767], [-3.2061, 3.2665, 2.9807], [-3.1842, 2.4166, 2.1945], [-3.1171, 1.2389, 0.9124], [-4.7770, 0.6785, 0.6695], [-5.8799, 0.3913, 0.4143], [-2.8001, 2.0925, -0.5724], [-2.5393, 2.5198, -1.6125], [-1.9727, -0.5221, 0.3548], [-2.1018, -0.9262, -1.0673], [-3.3411, -1.2404, -1.6713], [-3.4216, -1.6677, -3.0014], [-2.2720, -1.8160, -3.7681], [-1.0398, -1.5298, -3.1874], [-0.9525, -1.0801, -1.8658], [-0.9284, -0.6865, 1.2679], [0.4884, -0.8390, 1.3133], [-2.5292, -0.9987, 1.9869], [-2.0282, -2.4017, 2.8610], [-1.5488, -3.2899, 3.4238], [-4.2647, -1.6716, 1.6830], [-5.2769, -2.2361, 1.6139], [-2.9193, 0.0718, 3.3722], [-3.0413, 0.4291, 4.4669], [-4.2624, -1.2178, -1.0768], [-4.3662, -1.9164, -3.4847], [-2.3257, -2.1606, -4.7987], [-0.1305, -1.6904, -3.7538], [0.0114, -0.8843, -1.3980], [0.8934, -1.7715, 1.7963], [1.0852, -0.4270, 0.4643]], "forces_ev_per_a": [[0.12, -0.32, 0.22], [-0.29, 0.15, 0.06], [-0.10, -0.18, -0.04], [0.41, 1.03, -0.57], [-0.37, 0.11, 1.22], [0.03, 0.89, -0.79], [2.54, 1.38, 1.98], [-0.19, -0.22, -0.53], [-0.13, 0.14, 0.21], [-0.09, 0.08, -0.08], [-0.11, -0.12, 0.10], [-0.09, -0.14, 0.31], [-0.59, -0.46, -0.11], [0.30, 0.19, 0.33], [0.20, -0.54, 0.31], [-0.07, 0.04, -0.14], [-0.37, -0.27, -0.20], [0.97, 1.13, 0.39], [-1.52, -0.77, -0.08], [-1.39, 0.10, -0.69], [0.88, 0.41, 0.23], [1.51, -0.78, 0.10], [-0.55, 0.37, 0.04], [1.74, 1.72, -1.04], [-0.03, -0.43, -0.26], [-0.12, -0.27, 0.01], [0.10, 0.06, 0.17], [0.35, 0.13, 0.18], [-0.01, 0.09, 0.36], [-0.25, -0.12, 0.02], [3.72, 0.37, -2.91], [-2.30, -1.56, -1.79], [-5.41, -2.02, 2.43], [1.23, -0.70, 0.48], [-0.42, 0.31, -0.25], [-0.82, -1.39, 0.15], [1.81, 1.11, 0.08], [0.73, 0.39, 1.40], [-0.24, 0.02, -0.77], [0.45, 0.21, -0.21], [-0.03, 0.11, 0.40], [-0.03, 0.04, 0.13], [0.06, 0.10, -0.05], [-0.19, -0.02, -0.22], [-0.21, 1.30, -0.32], [-1.23, -1.64, -0.29]], "homo_ev": 0.723, "lumo_energy_ev": 4.61, "charge": -2, "orbital_gap_ev": 3.890}

=====

2.
{"formula": "C20H15F3N2O4S2", "method": "the ωB97M-V functional and the def2-TZVPD basis", "symbols": ["O", "C", "O", "C", "C", "C", "C", "C", "C", "C", "C", "C", "F", "F", "F", "C", "C", "C", "N", "S", "O", "O", "C", "C", "C", "C", "S", "C", "N", "C", "C", "H", "H", "H", "H", "H", "H", "H", "H", "H", "H", "H", "H", "H", "H", "H"], "positions_angstrom": [[-1.6954, -4.2516, 2.4889], [-0.5569, -4.5258, 2.4462], [-0.0389, -5.7850, 2.7997], [0.4863, -3.4138, 2.2118], [0.2878, -2.1103, 3.0247], [1.4596, -1.0555, 2.9599], [1.6530, -0.4018, 1.5652], [2.2760, -1.0587, 0.5066], [2.1639, -0.2530, -0.6963], [2.4324, -0.6329, -2.0287], [2.2486, 0.3448, -3.0104], [2.7912, 0.1609, -4.4372], [4.1819, -0.1299, -4.3665], [2.6140, 1.3244, -5.1170], [2.0738, -0.8506, -5.0489], [1.6331, 1.4735, -2.6399], [1.1615, 1.8285, -1.4157], [1.4484, 0.9054, -0.3812], [1.0807, 0.8035, 1.0327], [-0.1313, 1.9264, 1.8593], [0.3975, 3.2967, 1.9807], [-0.5796, 1.4102, 3.1475], [-1.4944, 1.8482, 0.6317], [-1.7815, 0.5925, 0.0170], [-2.8926, 0.5287, -0.8872], [-3.5645, 1.8109, -1.1671], [-4.7671, 2.0463, -2.4010], [-4.7208, 3.7535, -2.2924], [-3.8406, 4.1694, -1.3620], [-3.2281, 3.0371, -0.7113], [-2.1566, 2.9970, 0.2816], [-0.8233, -6.1704, 3.0886], [1.5133, -3.9239, 2.3566], [0.4081, -3.1528, 1.1927], [-0.6238, -1.6205, 2.7263], [0.1033, -2.4306, 4.0387], [2.3389, -1.5493, 3.2442], [1.3787, -0.2090, 3.6644], [2.8479, -1.9521, 0.5591], [3.0612, -1.5190, -2.0905], [1.5316, 2.2638, -3.3636], [0.6031, 2.7306, -1.0996], [-1.1667, -0.3080, 0.1237], [-3.0897, -0.3342, -1.4104], [-5.1279, 4.5464, -2.9866], [-1.8959, 3.8402, 0.9658]], "forces_ev_per_a": [[-2.63, -0.38, -0.09], [3.39, 0.83, 1.11], [1.19, 3.09, -1.47], [1.99, -1.62, 0.67], [0.32, 0.04, 0.12], [-1.52, 1.41, -1.00], [0.10, -1.71, -1.43], [-0.67, 1.97, 0.77], [-0.85, -1.29, 0.16], [1.46, 0.99, 1.05], [1.54, -3.10, -0.17], [-0.17, 0.14, 1.59], [-2.83, 0.23, -0.88], [0.62, -1.51, -0.16], [1.74, 1.25, 0.16], [-1.21, 3.72, -1.20], [-0.52, -0.58, 3.52], [-0.75, 0.02, 0.83], [-0.70, 1.13, 0.24], [0.61, 1.44, 1.01], [-0.59, -2.52, -1.40], [0.75, -0.73, -2.01], [0.33, -0.99, -0.65], [-2.01, -0.06, -1.73], [2.01, 4.28, 2.67], [-0.42, -2.79, -1.55], [-0.81, -0.90, -0.90], [2.91, 1.43, 1.98], [-0.62, -1.61, -0.12], [1.52, 1.75, 1.01], [-0.45, 1.68, 1.18], [-2.21, -1.95, 0.92], [-1.38, 1.15, -0.10], [0.08, 0.14, -1.45], [-0.45, 0.08, -0.30], [0.23, 0.28, 0.63], [1.54, -0.68, 0.02], [-0.60, -0.68, 0.04], [0.18, -0.62, 0.27], [-0.39, -0.03, -0.73], [-0.13, 0.00, -0.47], [0.54, -0.38, -1.00], [-0.22, 0.47, 0.28], [-0.66, -1.73, -1.03], [0.01, -1.50, 0.88], [-0.27, -0.16, -1.27]], "homo_ev": -8.668, "lumo_energy_ev": -0.32, "de_lowest_kcal_mol": 0.00, "orbital_gap_ev": 8.349}

=====

3.
{"formula": "C20H15FN2O3S", "method": "the ωB97M-V functional and the def2-TZVPD basis", "symbols": ["O", "C", "C", "C", "C", "O", "C", "C", "C", "C", "C", "F", "C", "C", "C", "S", "C", "N", "N", "C", "O", "H", "H", "H", "H", "H", "H", "H", "H", "H", "C", "C", "C", "C", "C", "C", "H", "H", "H", "H", "H", "H"], "positions_angstrom": [[2.5902, -1.4964, 2.8682], [1.8681, -2.0227, 1.8731], [1.7920, -3.6827, 1.6855], [1.6018, -4.2665, 0.2972], [1.4385, -3.2388, -1.0122], [1.8979, -3.6555, -2.1973], [0.7596, -1.7813, -0.6925], [0.9712, -1.1186, 0.7920], [0.3178, 0.3424, 1.1980], [-0.5721, 1.1915, 0.1102], [-0.7937, 0.5170, -1.3859], [-1.5959, 1.2810, -2.3919], [-0.1665, -0.9610, -1.8091], [-0.5021, -1.5212, -3.3127], [-2.0745, -2.0866, -3.2665], [-2.4686, -2.8013, -1.5810], [-4.2083, -2.3943, -1.0191], [-5.3024, -1.5301, -1.6063], [-6.3175, -1.6916, -0.6353], [-5.9732, -2.5561, 0.5572], [-4.5994, -2.9941, 0.2670], [1.8792, -4.4315, 2.5949], [1.5687, -5.4385, 0.0963], [0.4597, 0.8037, 2.2641], [-1.0737, 2.2301, 0.3500], [0.2547, -2.3082, -3.7337], [-0.4711, -0.5880, -4.0558], [-2.0985, -2.9956, -4.0338], [-2.8293, -1.2850, -3.6625], [-6.5810, -2.8916, 1.4992], [2.6496, 3.1613, 1.1381], [1.8167, 4.0882, 0.5122], [1.6894, 5.3757, 1.0327], [2.3923, 5.7355, 2.1827], [3.2181, 4.8057, 2.8141], [3.3483, 3.5193, 2.2914], [2.7537, 2.1603, 0.7285], [1.2669, 3.8073, -0.3826], [1.0428, 6.0989, 0.5426], [2.2954, 6.7393, 2.5870], [3.7614, 5.0840, 3.7138], [3.9937, 2.7956, 2.7822]], "forces_ev_per_a": [[-4.62, -3.07, -6.14], [2.12, 1.40, 3.42], [-0.76, -0.97, -4.46], [0.22, 2.63, 3.22], [1.88, -1.91, -3.08], [-3.13, 2.78, 6.90], [-1.53, 3.19, 0.74], [-1.34, 0.94, -1.81], [-0.71, -1.28, -3.79], [1.45, -4.02, -1.45], [1.55, -1.22, 2.15], [2.50, -2.52, 3.06], [1.02, 1.76, 2.40], [-0.53, 1.19, 0.73], [0.18, -0.30, -2.32], [-1.82, 0.40, 0.46], [-3.50, 1.63, 0.21], [2.88, -5.09, 5.81], [1.07, -2.50, 3.68], [1.98, 2.94, -6.59], [-1.33, 2.06, -2.52], [0.03, 2.06, -1.92], [0.19, 2.92, 0.41], [-0.17, -1.15, -2.33], [1.23, -2.43, -0.50], [-1.50, 1.41, 1.36], [-0.17, -2.04, 1.73], [-0.17, 1.95, 1.71], [1.43, -1.48, 1.17], [1.55, 0.77, -2.26], [-0.01, 0.15, 0.09], [0.07, 0.05, 0.14], [0.10, -0.10, 0.10], [0.00, -0.18, -0.07], [-0.08, -0.03, -0.13], [-0.11, 0.10, -0.09], [-0.02, 0.12, 0.06], [0.10, 0.03, 0.10], [0.10, -0.10, 0.07], [0.01, -0.14, -0.05], [-0.08, -0.04, -0.15], [-0.09, 0.10, -0.08]], "homo_ev": -8.627, "lumo_energy_ev": -2.07, "orbital_gap_ev": 6.559}